# 1
94
Properties=species:S:1:pos:R:3 method="wB97M-V/def2-TZVPD" max_force_ev_per_a=9.3 homo_lumo_gap_ev=1.4 e_above_lowest_kcal_mol=274.9 total_charge=+2 lumo_ev=-9.079
C -2.813 4.505 0.323
C -2.289 2.960 0.640
N -3.093 1.894 -0.086
C -2.200 0.913 -0.828
C -1.333 -0.260 -0.008
C -0.450 -1.256 -1.022
C 0.443 -2.485 -0.323
C 2.057 -2.100 -0.209
O 2.986 -2.966 -0.684
I 2.649 -0.202 0.716
N -0.394 -1.139 -2.505
N -1.143 -0.164 -3.090
C -2.034 0.900 -2.493
O -2.786 1.898 -3.287
C -1.915 2.534 -4.309
C -0.505 3.134 -3.700
H -3.579 4.887 1.145
H -3.360 4.612 -0.708
H -1.863 5.215 0.378
H -1.173 2.848 0.255
H -2.350 2.820 1.820
H -3.670 1.395 0.652
H -1.349 -0.361 1.158
H 0.403 -3.399 -1.088
H -0.013 -2.865 0.686
H -1.100 -0.135 -4.157
H -2.477 3.414 -4.887
H -1.602 1.766 -5.166
H -0.795 3.895 -2.856
H 0.052 3.693 -4.587
H 0.237 2.309 -3.314
O -0.898 -3.924 1.947
C -2.019 -4.427 1.904
O -3.094 -3.735 2.346
C -4.461 -4.153 2.170
C -4.881 -5.105 3.272
C -2.204 -5.843 1.450
H -4.622 -4.566 1.170
H -5.071 -3.245 2.230
H -4.287 -6.023 3.259
H -5.936 -5.374 3.168
H -4.729 -4.645 4.254
H -2.005 -6.519 2.286
H -1.489 -6.045 0.645
H -3.190 -6.049 1.037
C -1.006 -8.796 3.811
O -1.685 -7.898 4.365
O 0.152 -8.961 4.434
O -1.242 -9.518 2.817
H -0.071 -8.262 5.081
Ca -0.246 -6.298 4.495
C 1.170 4.736 -7.990
N 0.683 3.718 -7.020
O -0.505 3.383 -7.100
O 1.506 3.284 -6.207
H 0.344 5.027 -8.642
H 1.528 5.593 -7.415
H 1.976 4.281 -8.569
C -4.801 5.729 -5.712
C -4.855 7.214 -5.365
O -3.595 7.740 -5.775
S -3.074 6.910 -7.078
O -3.420 7.664 -8.262
O -1.736 6.433 -6.812
O -4.106 5.654 -6.956
H -4.226 5.170 -4.967
H -5.798 5.290 -5.806
H -5.016 7.387 -4.298
H -5.637 7.725 -5.938
F 0.461 1.170 1.460
C 3.619 -2.156 4.411
C 4.440 -1.241 5.315
N 5.601 -1.896 5.920
C 6.206 -1.121 7.008
C 6.827 0.226 6.653
C 6.551 -2.522 4.997
C 7.181 -1.639 3.924
H 3.318 -3.067 4.940
H 2.709 -1.641 4.089
H 4.170 -2.441 3.510
H 3.771 -0.899 6.112
H 4.729 -0.349 4.748
H 6.960 -1.734 7.517
H 5.433 -0.945 7.767
H 7.777 0.107 6.129
H 7.039 0.786 7.571
H 6.163 0.844 6.043
H 6.041 -3.352 4.493
H 7.352 -3.008 5.567
H 6.449 -1.005 3.416
H 7.648 -2.269 3.160
H 7.968 -1.003 4.335
Cl 0.849 0.971 -4.584
Mg -1.255 6.371 -9.194

# 2
110
Properties=species:S:1:pos:R:3 method="wB97M-V/def2-TZVPD" max_force_ev_per_a=7.1 homo_lumo_gap_ev=9.5 total_charge=0 lumo_ev=-0.507
Ca 4.587 5.706 7.384
N 4.793 5.745 9.633
S 4.968 4.889 10.914
O 3.852 4.673 11.800
O 6.258 4.902 11.537
F 5.060 3.506 10.055
S 4.298 7.164 10.445
O 5.092 7.688 11.520
O 2.864 7.368 10.463
F 4.714 8.197 9.302
N 2.965 4.258 6.945
S 2.346 3.307 5.668
O 1.629 4.068 4.698
O 1.857 2.022 6.032
F 3.782 2.939 5.072
S 1.873 3.897 7.986
O 1.987 2.669 8.698
O 0.556 4.422 7.758
F 2.389 4.971 9.115
C 8.184 2.501 14.641
C 7.709 3.916 14.999
C 6.182 4.046 14.943
O 5.834 4.637 16.160
C 6.921 4.783 16.947
O 6.872 5.206 18.044
O 8.034 4.287 16.326
H 8.373 2.379 13.574
H 7.494 1.703 14.910
H 9.143 2.388 15.152
H 8.139 4.647 14.310
H 5.825 3.028 14.778
H 5.942 4.666 14.083
C 3.036 9.088 14.639
O 1.988 8.346 15.282
C 1.171 7.530 14.691
O 0.097 7.169 15.102
O 1.581 7.220 13.460
C 0.956 6.198 12.696
H 3.946 8.513 14.796
H 3.156 10.055 15.122
H 2.710 9.250 13.614
H -0.002 6.540 12.305
H 0.803 5.377 13.399
H 1.592 5.862 11.886
C 7.408 9.234 13.543
O 8.694 8.667 13.792
C 8.826 7.957 14.909
O 8.005 7.704 15.754
O 10.030 7.411 14.893
C 10.468 6.609 15.982
H 6.984 9.861 14.326
H 6.734 8.507 13.099
H 7.618 9.978 12.768
H 11.352 5.988 15.853
H 9.694 5.891 16.254
H 10.623 7.300 16.811
C 1.037 7.415 5.058
O 1.296 8.270 6.182
C 2.426 8.183 6.852
O 3.299 7.360 6.608
O 2.529 9.047 7.826
C 1.387 9.754 8.344
H 1.884 6.809 4.752
H 0.746 8.107 4.269
H 0.196 6.784 5.338
H 1.323 10.694 7.802
H 1.514 9.760 9.422
H 0.456 9.222 8.152
C 6.346 1.707 7.765
O 7.601 2.386 7.520
C 7.509 3.653 7.170
O 6.527 4.349 7.194
O 8.661 4.141 6.763
C 9.842 3.365 6.577
H 5.635 1.894 6.955
H 5.836 2.154 8.613
H 6.508 0.641 7.847
H 9.853 2.496 7.229
H 10.688 3.992 6.857
H 10.056 3.088 5.546
C 3.314 1.634 13.161
C 3.178 1.222 11.729
O 2.764 -0.152 11.767
C 2.196 -0.791 10.730
O 1.581 -1.810 10.856
O 2.390 -0.109 9.619
C 1.609 -0.364 8.444
H 2.382 1.397 13.683
H 3.531 2.677 13.374
H 4.038 0.940 13.596
H 4.171 1.235 11.268
H 2.510 1.839 11.129
H 0.782 -1.005 8.757
H 2.239 -0.796 7.674
H 1.129 0.556 8.130
C 6.462 9.839 5.820
C 7.606 8.883 5.613
O 8.216 8.524 6.846
C 7.634 7.640 7.653
O 6.551 7.133 7.409
O 8.426 7.467 8.663
C 8.086 6.520 9.679
H 5.674 9.380 6.416
H 6.023 10.088 4.852
H 6.814 10.733 6.337
H 8.361 9.228 4.910
H 7.192 7.979 5.150
H 7.029 6.646 9.902
H 8.626 6.654 10.609
H 8.134 5.469 9.390

# 3
82
Properties=species:S:1:pos:R:3 method="wB97M-V/def2-TZVPD" max_force_ev_per_a=1.6 homo_lumo_gap_ev=4.9 total_charge=-1 lumo_ev=1.836
C 1.014 0.496 -1.939
N 1.042 0.896 -3.374
C 2.388 1.269 -3.771
B 0.042 1.963 -3.607
O 0.378 3.274 -3.416
C -1.414 1.652 -4.146
C -1.896 0.181 -4.042
O -3.191 0.231 -3.566
B -3.516 1.587 -3.029
O -2.266 2.378 -3.291
H 2.002 0.385 -1.522
H 0.523 -0.454 -1.860
H 0.422 1.213 -1.390
H 2.962 1.722 -2.964
H 2.953 0.417 -4.135
H 2.372 1.998 -4.563
H 1.092 3.349 -2.774
H -1.424 1.971 -5.200
H -2.012 -0.184 -5.059
H -1.221 -0.427 -3.451
H -4.459 2.159 -3.603
H -3.754 1.431 -1.817
C -3.276 1.790 2.658
C -2.829 0.540 1.915
C -1.321 0.319 2.051
C -0.570 1.387 1.403
N 0.010 2.214 0.864
H -2.830 2.687 2.222
H -4.355 1.897 2.606
H -2.988 1.737 3.710
H -3.111 0.613 0.863
H -3.342 -0.332 2.321
H -1.029 -0.632 1.603
H -1.047 0.280 3.108
C -7.199 1.535 -1.799
C -8.401 0.681 -1.392
C -8.317 0.080 0.015
C -7.279 -0.941 0.142
N -6.485 -1.763 0.217
H -6.269 0.966 -1.842
H -7.363 1.962 -2.786
H -7.053 2.358 -1.097
H -8.542 -0.125 -2.114
H -9.298 1.304 -1.432
H -9.268 -0.392 0.268
H -8.146 0.866 0.752
C 3.052 -5.076 -0.220
C 3.087 -4.133 -1.417
C 2.882 -2.664 -1.037
C 1.546 -2.400 -0.519
N 0.493 -2.167 -0.132
H 2.074 -5.072 0.263
H 3.262 -6.097 -0.536
H 3.801 -4.791 0.521
H 2.332 -4.433 -2.144
H 4.057 -4.222 -1.912
H 3.035 -2.034 -1.916
H 3.625 -2.361 -0.295
C 1.013 2.537 5.619
C 0.715 2.003 7.017
C 0.166 0.572 6.998
C -1.141 0.499 6.352
N -2.163 0.435 5.837
H 0.107 2.608 5.017
H 1.451 3.533 5.677
H 1.718 1.891 5.094
H 0.005 2.662 7.518
H 1.630 2.010 7.612
H 0.072 0.192 8.016
H 0.859 -0.088 6.475
C 7.378 -1.970 -2.180
C 7.598 -0.922 -1.095
C 8.067 -1.527 0.233
C 7.045 -2.378 0.836
N 6.229 -3.027 1.313
H 6.579 -2.662 -1.908
H 7.098 -1.494 -3.119
H 8.286 -2.551 -2.355
H 6.677 -0.360 -0.937
H 8.351 -0.208 -1.429
H 8.313 -0.732 0.937
H 8.975 -2.112 0.084

# 4
84
Properties=species:S:1:pos:R:3 method="wB97M-V/def2-TZVPD" max_force_ev_per_a=3.8 homo_lumo_gap_ev="8.1 / 8.4" total_charge=0 spin_multiplicity=3 s2=2.024 lumo_ev="0.037 / 0.242"
V 0.410 5.915 29.478
C -3.701 6.426 28.802
C -2.584 6.371 27.769
O -1.248 6.345 28.307
H -4.615 6.524 28.217
H -3.636 7.344 29.385
H -3.668 5.680 29.596
H -2.809 7.229 27.135
H -2.727 5.453 27.199
F 1.584 5.556 31.156
Br 1.767 4.446 27.925
C 4.417 6.548 35.492
C 3.675 6.656 34.167
C 2.245 6.278 34.389
O 1.515 7.477 34.061
C 2.269 8.424 33.628
O 1.888 9.556 33.275
O 3.555 7.998 33.699
H 5.379 7.059 35.492
H 4.491 5.486 35.725
H 3.863 7.050 36.285
H 4.202 6.096 33.393
H 1.997 5.990 35.411
H 2.318 5.437 33.700
C 5.104 6.087 29.526
C 5.006 7.188 28.541
O 3.954 7.784 28.300
C 6.275 7.672 27.765
H 5.280 5.149 28.999
H 4.213 5.961 30.142
H 5.939 6.225 30.212
H 5.982 8.607 27.289
H 6.452 6.937 26.980
H 7.097 7.758 28.475
C -1.917 3.462 36.983
C -1.102 3.920 35.774
O -0.111 3.264 35.545
C -1.580 5.088 34.932
H -2.888 3.041 36.722
H -2.143 4.323 37.612
H -1.303 2.834 37.629
H -0.767 5.812 34.967
H -2.507 5.560 35.259
H -1.753 4.697 33.929
C -1.867 2.088 30.929
C -0.713 3.087 31.047
O -0.710 4.125 30.336
C 0.415 2.747 32.049
H -1.540 1.388 30.161
H -2.760 2.569 30.531
H -2.042 1.526 31.847
H 1.209 2.377 31.400
H -0.027 2.079 32.788
H 0.830 3.592 32.599
C 4.881 3.390 31.630
C 5.156 3.177 33.116
O 6.166 3.575 33.647
C 4.209 2.226 33.887
H 4.851 2.415 31.145
H 5.603 3.949 31.034
H 3.885 3.773 31.406
H 3.316 2.021 33.296
H 4.159 2.489 34.943
H 4.684 1.264 34.082
C 2.012 9.673 30.191
C 1.044 9.117 29.222
O 0.911 7.875 29.076
C 0.342 10.101 28.295
H 2.592 8.877 30.660
H 1.468 10.227 30.955
H 2.742 10.236 29.608
H 1.045 10.621 27.644
H -0.089 10.899 28.899
H -0.446 9.710 27.651
C -2.834 7.047 32.347
C -1.504 7.597 32.012
O -0.716 7.063 31.197
C -1.169 8.943 32.653
H -2.910 5.962 32.276
H -3.592 7.565 31.758
H -2.947 7.127 33.428
H -0.648 9.513 31.884
H -0.459 8.768 33.461
H -2.078 9.488 32.910

# 5
82
Properties=species:S:1:pos:R:3 method="wB97M-V/def2-TZVPD" max_force_ev_per_a=5.4 homo_lumo_gap_ev="9.5 / 5.2" e_above_lowest_kcal_mol=10.5 total_charge=+2 spin_multiplicity=3 s2=2.005 lumo_ev="-5.488 / -9.724"
C 0.315 -4.503 -0.688
C 0.848 -4.015 -2.008
N 1.371 -2.788 -2.039
C 2.267 -2.458 -2.957
C 2.361 -3.244 -4.097
C 1.714 -4.485 -4.180
C 1.009 -4.927 -3.072
C 3.367 -1.457 -2.660
P 3.213 0.114 -1.777
H 0.684 -5.954 -2.997
H 2.938 -2.837 -4.903
H 1.850 -5.135 -5.060
C -1.425 -2.923 -0.329
C -0.271 -3.823 1.602
H 4.009 -1.331 -3.533
H 1.118 -5.037 -0.131
H -0.466 -5.245 -0.994
C 2.823 1.333 -2.975
C 5.012 0.330 -1.581
H 2.705 2.296 -2.471
H 3.613 1.424 -3.715
H 1.882 1.111 -3.469
H 5.199 0.922 -0.671
H 5.517 -0.651 -1.441
H 5.461 0.837 -2.454
H -1.169 -4.410 1.861
H 0.617 -4.404 1.861
H -0.270 -2.922 2.229
H -2.249 -3.662 -0.294
H -1.749 -2.035 0.213
H -1.312 -2.603 -1.366
C 2.737 0.515 0.917
O 3.549 1.023 1.561
Yb 1.330 -1.469 0.174
O 2.940 -2.455 1.009
H 4.113 -1.948 -1.991
H 3.359 -3.237 0.706
N -0.183 -3.434 0.201
C -4.889 0.876 1.421
C -3.881 1.418 0.415
C -4.334 1.043 -0.990
C -3.798 2.936 0.556
O -2.608 0.750 0.677
Si -1.048 1.028 0.314
S -0.313 0.371 -1.415
O -0.853 2.619 0.652
C -0.102 3.771 0.223
C -0.373 4.048 -1.251
C -0.562 4.961 1.060
C 1.386 3.562 0.437
O -0.218 0.107 1.470
C -0.560 0.141 2.936
C 0.696 -0.330 3.676
C -0.922 1.554 3.301
C -1.782 -0.734 3.186
H -5.878 1.330 1.256
H -4.584 1.133 2.441
H -4.995 -0.215 1.351
H -5.289 1.529 -1.232
H -3.609 1.355 -1.747
H -4.487 -0.039 -1.098
H -3.432 3.195 1.563
H -3.145 3.358 -0.224
H -4.821 3.346 0.435
H -1.435 4.278 -1.417
H 0.217 4.918 -1.588
H -0.111 3.180 -1.870
H -0.034 5.888 0.787
H -1.632 5.146 0.930
H -0.375 4.792 2.125
H 1.599 3.353 1.490
H 1.753 2.735 -0.175
H 1.949 4.470 0.160
H 1.576 0.280 3.417
H 0.489 -0.243 4.752
H 0.918 -1.383 3.434
H -1.879 1.882 2.895
H -1.035 1.644 4.378
H -0.157 2.271 3.016
H -2.633 -0.371 2.584
H -1.583 -1.781 2.935
H -2.056 -0.686 4.249